1.
Density functional theory data (wB97M-V/def2-TZVPD) for a single C5H8 molecule at a distorted geometry.

Summary:
Net charge   0
Largest force on an atom   3.108 eV Å⁻¹
LUMO   0.0319 hartree
Structure (SMILES)   CC#CCC
Energy above the lowest of the compared OMol25 structures with the same formula, charge and spin   78.80 kcal/mol

Each line ends with the Mulliken charge.
CARTESIAN COORDINATES (ANGSTROEM)
1 C 0.552 1.568 -0.740  -1.1309
2 C 1.174 0.866 0.475  -0.1935
3 C 0.454 -0.365 0.801  -0.2355
4 C -0.414 -1.023 0.237  0.2117
5 C -1.530 -1.886 0.144  -0.8821
6 H 0.542 0.895 -1.605  0.3042
7 H 1.111 2.466 -1.013  0.3382
8 H -0.486 1.863 -0.542  0.3004
9 H 1.206 1.526 1.344  0.3125
10 H 2.209 0.583 0.267  0.2517
11 H -0.639 -2.411 0.728  0.1963
12 H -2.479 -1.455 0.527  0.2163
13 H -1.700 -2.625 -0.624  0.3108

Atomic forces in eV per Å
C 0.073 0.159 -0.044
C 0.391 0.354 0.061
C -0.295 0.158 -1.193
C 0.334 1.529 -0.361
C 0.786 -1.112 0.768
H 0.049 0.092 0.204
H 0.001 0.009 0.011
H 0.207 -0.093 0.062
H 0.052 0.085 -0.022
H 0.094 0.206 -0.004
H -2.782 -1.080 0.868
H 0.830 -0.770 0.431
H 0.260 0.463 -0.781


2.
Density functional theory data (wB97M-V/def2-TZVPD) for a single C3H6NOS molecule at a distorted geometry.

Summary:
Net charge   0
Largest force on an atom   3.561 eV Å⁻¹
Expectation value of S²   0.7533
Multiplicity   2
LUMO (spin up / spin down)   0.0195 / -0.0926 hartree
Energy above the lowest of the compared OMol25 structures with the same formula, charge and spin   47.21 kcal/mol

Each line ends with the Mulliken charge.
CARTESIAN COORDINATES (ANGSTROEM)
1 O 2.077 1.086 1.248  -0.4491
2 C 1.408 0.633 0.316  -0.0470
3 C -0.065 0.910 0.237  0.0691
4 C -0.760 0.167 -1.087  -0.6579
5 S -0.829 -1.618 -1.075  -0.0812
6 N -0.641 0.512 1.515  -0.6274
7 H 1.811 -0.219 -0.269  0.2604
8 H -0.131 2.048 -0.077  0.3258
9 H -1.712 0.721 -0.985  0.3656
10 H -0.098 0.587 -1.998  0.3000
11 H -0.641 -0.548 1.549  0.2829
12 H -1.588 0.764 1.594  0.2590

Atomic forces in eV per Å
O -1.019 -0.535 -2.422
C 1.534 -0.402 3.188
C -0.843 0.596 -1.950
C 2.606 2.332 -0.016
S -0.168 0.787 0.181
N 1.278 -1.525 -0.616
H 0.096 0.434 -0.451
H -0.299 -2.019 1.213
H -0.021 -0.912 -0.801
H -1.891 -0.979 1.677
H 0.133 1.623 -0.024
H -1.406 0.600 0.020


3.
Density functional theory data (wB97M-V/def2-TZVPD) for a molecular structure, C4H6O2 at a distorted geometry.

Summary:
Net charge   0
Largest force on an atom   1.201 eV Å⁻¹
LUMO   0.0316 hartree
Energy above the lowest of the compared OMol25 structures with the same formula, charge and spin   73.54 kcal/mol

Each line ends with the Mulliken charge.
CARTESIAN COORDINATES (ANGSTROEM)
1 O -0.215 1.610 -1.000  -0.5457
2 C -0.074 0.498 -0.190  0.4931
3 C 1.091 0.009 0.614  -0.7591
4 C 0.438 -0.872 -0.429  -0.1062
5 O -0.687 -1.549 0.062  -0.4126
6 C -1.322 -0.268 0.276  -0.3959
7 H 0.514 2.213 -0.830  0.3293
8 H 2.107 0.023 0.258  0.3262
9 H 0.967 -0.134 1.686  0.2096
10 H 1.002 -1.218 -1.291  0.3677
11 H -1.695 -0.150 1.299  0.2162
12 H -2.127 -0.161 -0.454  0.2775

Atomic forces in eV per Å
O 0.229 0.097 0.002
C -0.066 -0.320 0.104
C -0.082 -0.364 0.072
C 0.246 -0.341 -0.356
O -0.269 -0.180 -0.093
C -0.366 0.285 0.104
H -0.083 -0.010 0.036
H 0.311 1.158 0.059
H 0.082 -0.255 -0.205
H -0.081 -0.329 0.283
H 0.096 0.062 -0.118
H -0.017 0.198 0.112


4.
Density functional theory data (wB97M-V/def2-TZVPD) for 9 unconnected molecules or ions with the total composition C25H76O33P8 at a distorted geometry.

Summary:
Net charge   0
Largest force on an atom   4.135 eV Å⁻¹
LUMO   0.0113 hartree
Structure (SMILES)   COP(=O)(OC)OC.COP(=O)(OC)OC.COP(=O)(OC)OC.COP(=O)(OC)OC.COP(=O)(OC)OC.COP(=O)(OC)OC.COP(=O)(OC)OC.COP(=O)(OC)OC.CO
Energy above the lowest of the compared OMol25 structures with the same formula, charge and spin   168.80 kcal/mol

Each line ends with the Mulliken charge.
CARTESIAN COORDINATES (ANGSTROEM)
1 C -3.465 -2.360 8.314  -0.5752
2 O -2.411 -3.216 7.813  -0.3198
3 P -1.470 -4.140 8.714  1.0297
4 O -0.809 -5.297 7.999  -0.6794
5 O -0.398 -3.132 9.370  -0.2967
6 C 0.654 -3.529 10.243  -0.6879
7 O -2.355 -4.478 10.040  -0.3198
8 C -1.930 -5.578 10.879  -0.7267
9 H -4.449 -2.660 7.951  0.2555
10 H -3.178 -1.351 8.019  0.2650
11 H -3.457 -2.366 9.404  0.2884
12 H 0.326 -3.292 11.255  0.2678
13 H 1.650 -3.099 10.141  0.2966
14 H 0.920 -4.585 10.201  0.3174
15 H -1.273 -6.230 10.304  0.3561
16 H -2.758 -6.246 11.115  0.2705
17 H -1.585 -5.197 11.840  0.2585
18 C -6.484 -0.396 -1.741  -0.7391
19 O -7.185 -0.095 -2.895  -0.2799
20 P -8.726 -0.533 -2.984  1.0279
21 O -9.398 -0.518 -1.669  -0.6654
22 O -8.589 -2.038 -3.650  -0.3044
23 C -9.769 -2.641 -4.184  -0.7339
24 O -9.298 0.335 -4.229  -0.2673
25 C -9.063 1.722 -4.368  -0.6642
26 H -5.653 -1.042 -2.024  0.2802
27 H -7.035 -1.012 -1.031  0.3192
28 H -5.989 0.423 -1.219  0.2803
29 H -9.596 -2.926 -5.221  0.2881
30 H -10.660 -2.038 -4.361  0.3064
31 H -9.940 -3.633 -3.766  0.3127
32 H -9.990 2.295 -4.360  0.2742
33 H -8.614 1.853 -5.352  0.2615
34 H -8.304 2.178 -3.732  0.3034
35 C -10.314 3.512 3.807  -0.6207
36 O -10.476 2.998 5.119  -0.3017
37 P -9.361 3.395 6.264  1.0276
38 O -9.353 4.798 6.785  -0.6442
39 O -7.939 2.982 5.455  -0.3455
40 C -7.145 3.979 4.798  -0.6646
41 O -9.488 2.227 7.460  -0.3137
42 C -10.602 2.254 8.307  -0.6072
43 H -11.241 3.446 3.237  0.2677
44 H -9.448 3.021 3.363  0.2542
45 H -9.984 4.551 3.824  0.3217
46 H -6.115 3.893 5.144  0.2341
47 H -7.469 4.985 5.066  0.3413
48 H -7.158 3.679 3.750  0.2651
49 H -10.866 1.261 8.670  0.2337
50 H -11.420 2.741 7.777  0.2986
51 H -10.300 2.852 9.167  0.2539
52 C 2.828 -0.815 -9.078  -0.6274
53 O 1.553 -0.688 -8.406  -0.3070
54 P 0.419 0.328 -8.981  1.0716
55 O 0.884 1.724 -9.191  -0.6803
56 O -0.302 -0.451 -10.195  -0.2648
57 C -0.584 0.158 -11.397  -0.7217
58 O -0.676 0.230 -7.797  -0.3481
59 C -1.890 0.932 -7.842  -0.6420
60 H 3.598 -0.157 -8.674  0.2723
61 H 2.758 -0.837 -10.166  0.2658
62 H 3.265 -1.801 -8.917  0.2704
63 H -0.294 1.208 -11.359  0.3453
64 H -1.615 0.133 -11.750  0.2528
65 H 0.153 -0.334 -12.031  0.2940
66 H -1.748 1.778 -7.169  0.2649
67 H -2.699 0.226 -7.655  0.2589
68 H -2.108 1.373 -8.815  0.2953
69 C 5.888 -5.054 6.559  -0.6515
70 O 7.239 -4.859 7.027  -0.2998
71 P 7.821 -5.853 8.142  0.9888
72 O 7.405 -7.270 8.026  -0.6684
73 O 9.373 -5.574 8.153  -0.2930
74 C 10.213 -6.048 7.105  -0.6667
75 O 7.340 -5.135 9.453  -0.2319
76 C 7.752 -5.659 10.687  -0.6967
77 H 5.247 -5.515 7.310  0.3081
78 H 5.816 -5.730 5.707  0.2590
79 H 5.440 -4.081 6.355  0.2758
80 H 9.619 -6.146 6.196  0.2984
81 H 10.521 -7.052 7.395  0.2783
82 H 11.047 -5.402 6.831  0.2567
83 H 7.503 -4.913 11.442  0.2662
84 H 8.825 -5.800 10.814  0.2925
85 H 7.155 -6.515 11.002  0.2843
86 C 2.528 2.434 -1.917  -0.6330
87 O 2.468 2.250 -0.463  -0.3310
88 P 1.141 1.630 0.196  1.0783
89 O 0.794 0.263 -0.291  -0.6693
90 O 1.328 1.696 1.808  -0.3284
91 C 0.343 1.098 2.622  -0.7055
92 O -0.019 2.742 -0.145  -0.2666
93 C 0.057 4.117 0.385  -0.6201
94 H 2.852 1.564 -2.488  0.2673
95 H 3.151 3.314 -2.080  0.2456
96 H 1.512 2.673 -2.229  0.3072
97 H -0.363 0.480 2.067  0.3484
98 H -0.316 1.860 3.040  0.2651
99 H 0.808 0.530 3.428  0.2467
100 H 0.722 4.773 -0.176  0.2390
101 H 0.258 3.973 1.447  0.2859
102 H -0.962 4.500 0.443  0.2705
103 C 1.797 -7.400 0.278  -0.6920
104 O 2.265 -8.327 -0.625  -0.2877
105 P 3.810 -8.192 -1.009  1.0516
106 O 4.248 -9.219 -2.044  -0.6970
107 O 3.968 -6.650 -1.539  -0.2864
108 C 3.677 -6.413 -2.884  -0.7469
109 O 4.595 -8.242 0.416  -0.2660
110 C 5.948 -8.331 0.503  -0.6913
111 H 2.236 -7.268 1.267  0.2893
112 H 0.843 -7.729 0.689  0.3190
113 H 1.610 -6.413 -0.147  0.2688
114 H 2.951 -5.604 -2.966  0.2947
115 H 3.226 -7.183 -3.510  0.3501
116 H 4.604 -6.074 -3.348  0.2523
117 H 6.403 -9.004 1.230  0.2585
118 H 6.309 -7.337 0.767  0.2633
119 H 6.334 -8.678 -0.455  0.3194
120 C 9.635 10.867 -9.955  -0.5365
121 O 8.473 10.339 -9.276  -0.3605
122 P 7.756 9.005 -9.911  0.9953
123 O 7.022 9.136 -11.228  -0.6459
124 O 6.835 8.437 -8.646  -0.3592
125 C 5.870 7.351 -8.856  -0.5941
126 O 8.964 7.915 -9.986  -0.2492
127 C 9.468 7.483 -11.198  -0.6108
128 H 9.472 11.932 -10.117  0.2714
129 H 9.716 10.454 -10.961  0.2688
130 H 10.480 10.619 -9.312  0.2267
131 H 5.900 6.990 -9.884  0.3029
132 H 4.881 7.780 -8.692  0.2510
133 H 6.018 6.535 -8.148  0.2563
134 H 8.911 6.658 -11.643  0.2517
135 H 10.467 7.063 -11.084  0.2548
136 H 9.623 8.340 -11.854  0.2774
137 C -4.833 8.863 -1.217  -0.4669
138 O -5.269 8.240 -0.062  -0.4935
139 H -4.984 8.254 -2.109  0.2126
140 H -5.388 9.771 -1.452  0.2277
141 H -3.815 9.147 -0.948  0.2188
142 H -5.118 8.831 0.679  0.3011

Atomic forces in eV per Å
C 0.843 0.372 0.705
O 0.380 -0.929 0.771
P 1.404 -1.470 -0.088
O -1.697 2.238 1.449
O 0.284 0.508 -1.060
C 0.043 -0.881 1.089
O 0.013 -0.392 -0.889
C -0.566 -0.450 -0.353
H 0.326 -0.088 -0.218
H -0.375 -0.056 -0.250
H -0.176 -0.154 -0.023
H 0.033 -0.101 0.092
H -0.462 0.973 -0.896
H -0.666 -0.301 -0.211
H 0.607 0.309 0.376
H -0.510 0.410 -0.179
H 0.522 0.017 -0.323
C 1.874 -1.717 1.420
O -1.642 0.670 -1.206
P 0.353 -1.127 -0.257
O 0.045 0.268 -1.292
O -0.832 2.060 0.509
C 0.078 -1.113 -1.702
O 0.522 -1.176 1.617
C 0.546 0.958 -1.124
H 0.153 -0.066 -0.231
H -0.373 0.416 0.052
H -0.660 0.560 -0.299
H 0.754 0.174 -0.298
H 0.019 0.347 1.194
H -0.306 0.477 0.851
H -0.021 -0.230 0.331
H -0.213 -0.044 -0.243
H -0.293 -0.450 0.682
C 1.179 0.702 -0.173
O 0.465 0.075 2.253
P 1.555 -0.369 -0.151
O -0.353 -2.026 -0.949
O -2.339 0.037 1.925
C 0.244 -0.402 0.468
O 1.503 1.129 -3.683
C -0.533 1.004 0.708
H 0.186 -0.355 0.231
H -0.447 -0.507 -0.446
H -0.410 0.347 0.198
H -0.007 -0.171 0.136
H -0.234 -0.007 -0.510
H -0.098 0.723 -0.137
H 0.105 -0.063 -0.450
H -0.399 -0.225 0.411
H -0.414 0.103 0.165
C 0.268 -0.820 -0.041
O -0.734 0.536 -0.887
P 0.011 0.463 1.629
O -0.440 -1.438 -0.658
O 0.218 -0.281 2.948
C 1.421 1.212 -1.764
O 1.978 -1.266 -0.821
C -0.110 0.670 -0.552
H -0.509 0.600 -0.278
H -0.243 0.850 -0.033
H -0.613 -0.317 0.642
H -0.048 0.177 -0.041
H 0.015 -0.651 0.349
H -0.685 0.205 -1.097
H -0.756 -0.212 0.322
H 0.030 0.307 0.583
H 0.204 -0.034 -0.295
C -0.567 -0.226 0.426
O 0.074 -0.564 0.101
P -0.938 -0.900 -0.863
O 0.477 1.060 -0.101
O 0.189 0.936 0.133
C -0.635 -1.090 -0.749
O 0.217 0.324 -0.204
C -0.414 0.410 2.003
H 0.228 -0.010 0.330
H 0.457 0.272 -0.178
H 0.383 -0.021 -0.235
H -0.019 -0.071 -0.125
H 0.401 0.125 -0.171
H -0.118 0.220 0.794
H -0.041 0.282 -0.111
H -0.007 -0.350 -0.566
H 0.306 -0.398 -0.484
C -1.044 0.485 0.642
O -0.069 -0.365 0.637
P -1.039 -0.892 -0.690
O 0.168 1.970 0.500
O 0.993 0.707 -1.858
C -1.262 -0.175 0.315
O 0.836 -0.045 0.149
C -0.777 -1.627 0.840
H 0.231 -0.091 0.556
H 0.120 -0.301 0.007
H 0.043 0.063 -0.298
H 0.441 -0.412 -0.218
H 0.317 0.337 0.270
H 0.085 0.068 -0.220
H 0.067 -0.281 0.184
H 0.900 0.557 -0.026
H -0.019 -0.004 -0.793
C -2.678 1.567 2.218
O 1.969 -0.700 -0.287
P 1.559 -1.774 -2.237
O -0.963 2.364 2.539
O -0.118 -2.147 1.934
C -0.176 1.348 -1.742
O -3.987 -0.065 -0.890
C 2.900 0.537 -0.791
H 1.518 -0.209 -0.428
H -0.506 -0.331 -0.809
H 0.293 -0.042 -0.239
H 0.087 0.287 0.333
H 0.363 -0.721 0.617
H -0.087 -0.098 -0.228
H -1.020 -0.339 0.392
H 0.425 0.047 -0.280
H 0.418 0.279 -0.098
C -0.605 -0.275 -0.123
O -1.479 -1.739 -0.539
P -1.308 -0.622 -0.309
O 1.541 -0.002 2.547
O 1.388 0.674 -1.495
C 0.024 0.905 -0.460
O -1.185 0.944 1.611
C 1.243 -0.332 -1.487
H 0.159 -0.011 0.460
H 0.269 -0.243 0.090
H 0.149 0.291 -0.376
H 0.146 -0.050 0.067
H 0.066 -0.014 0.037
H 0.419 0.258 -0.016
H -0.510 0.425 -0.157
H 0.111 0.078 0.639
H -0.432 -0.288 -0.491
C 0.522 1.230 -0.173
O -1.313 -1.150 0.994
H 0.534 -0.447 0.364
H -0.168 0.321 0.167
H 0.484 0.086 -1.333
H -0.057 -0.043 -0.015


5.
Density functional theory data (wB97M-V/def2-TZVPD) for 3 unconnected molecules or ions with the total composition C6H14O at a distorted geometry.

Summary:
Net charge   0
Largest force on an atom   1.179 eV Å⁻¹
LUMO (spin up / spin down)   0.0194 / 0.0355 hartree
Energy above the lowest of the compared OMol25 structures with the same formula, charge and spin   163.43 kcal/mol

Each line ends with the Mulliken charge.
CARTESIAN COORDINATES (ANGSTROEM)
1 C 2.333 0.416 -2.349  -0.6108
2 C 1.876 -0.212 -1.219  -0.3814
3 C 1.090 0.461 -0.130  -0.3904
4 C -0.071 -0.426 0.309  -0.6897
5 C -0.945 0.219 1.372  -0.6120
6 C -2.143 -0.647 1.712  -0.5223
7 O -2.880 0.008 2.722  -0.5014
8 H -0.492 2.744 -3.719  0.0093
9 H 3.026 -0.080 -3.018  0.2857
10 H 1.922 1.380 -2.633  0.2854
11 H 0.594 -0.620 -2.318  0.0631
12 H 2.326 -1.174 -0.952  0.2180
13 H 1.750 0.660 0.730  0.2854
14 H 0.727 1.430 -0.492  0.2998
15 H 0.322 -1.389 0.670  0.2732
16 H -0.666 -0.652 -0.589  0.4286
17 H -0.367 0.397 2.288  0.3044
18 H -1.303 1.195 1.023  0.3098
19 H -2.751 -0.801 0.804  0.3180
20 H -1.798 -1.640 2.046  0.3223
21 H -3.658 -0.524 2.920  0.3048

Atomic forces in eV per Å
C 0.932 0.410 0.595
C -0.146 0.195 -1.122
C -0.084 -0.187 -0.127
C -0.179 0.026 -0.023
C 0.003 -0.039 0.068
C 0.315 -0.144 -0.320
O -0.355 -0.098 0.185
H -0.017 0.007 -0.005
H -0.174 0.088 0.007
H 0.173 -0.114 -0.004
H -0.141 -0.537 0.721
H -0.267 0.155 -0.177
H -0.062 -0.069 -0.245
H -0.009 -0.106 0.071
H -0.063 0.152 -0.042
H 0.066 0.017 0.253
H -0.084 -0.006 -0.088
H 0.028 -0.100 0.051
H 0.056 0.050 0.169
H -0.072 0.168 -0.007
H 0.078 0.131 0.039


6.
Density functional theory data (wB97M-V/def2-TZVPD) for a single C4H5NO molecule at a distorted geometry.

Summary:
Net charge   0
Largest force on an atom   2.127 eV Å⁻¹
LUMO   0.0305 hartree
Structure (SMILES)   CC#CC(N)=O
Energy above the lowest of the compared OMol25 structures with the same formula, charge and spin   53.86 kcal/mol

Each line ends with the Mulliken charge.
CARTESIAN COORDINATES (ANGSTROEM)
1 C -2.248 0.089 0.305  -0.8045
2 C -1.044 -0.326 -0.364  -0.0037
3 C 0.144 -0.473 -0.549  -0.0538
4 C 1.416 -0.500 0.174  0.5563
5 O 1.636 -1.310 1.055  -0.5654
6 N 2.263 0.526 -0.136  -0.3889
7 H -3.120 -0.551 0.416  0.3038
8 H -2.553 1.121 0.051  0.2378
9 H -1.636 -0.131 1.225  0.2348
10 H 3.189 0.473 0.261  0.2396
11 H 2.153 1.002 -1.016  0.2439

Atomic forces in eV per Å
C 0.414 -0.251 0.750
C 0.702 -0.131 -1.202
C -0.477 -0.100 0.170
C 0.171 -0.207 -0.020
O 0.072 0.216 -0.295
N 0.175 -0.129 -0.094
H 0.156 -0.298 -0.666
H 0.373 -0.488 0.641
H -1.491 1.383 0.625
H -0.077 0.039 -0.008
H -0.020 -0.033 0.098


> energy above the lowest of the compared OMol25 structures with the same formula, charge and spin of number 1 (C5H8)?

78.80 kcal/mol


> largest force on an atom of number 3 (C4H6O2)?

1.201 eV Å⁻¹